The following is a quantum chemistry calculation of a structure of composition C20H30Cl3NORuSi3 in a non-equilibrium geometry, from OMol25.

For the electronic energy, the calculation gives -88530.3494 eV. As for the multiplicity: 5. As for the total charge: +2. For the HOMO energy (spin up / spin down), the calculation gives -14.7680 / -15.3800 eV. Its LUMO energy (spin up / spin down) is -6.6 / -9.4 eV. Its expectation value of S² is 6.040. For the max |F|, the calculation gives 3.3 eV/A.

Each line ends with the natural charge from an NBO analysis.
Atoms and positions in Å:
C  -14.32  -8.87  -6.22  -1.09
C  -12.50  -14.78  -4.80  -0.16
C  -11.17  -8.29  -2.55  -0.05
H  -13.67  -15.21  -7.41  0.25
H  -13.77  -11.20  -8.18  0.23
H  -10.47  -12.53  -8.46  0.28
C  -12.32  -16.20  -4.69  -0.21
C  -9.64  -10.07  -0.97  -0.19
C  -10.13  -7.79  -1.76  -0.23
C  -9.99  -15.81  -4.13  -0.22
H  -9.89  -6.71  -1.79  0.29
H  -12.45  -11.82  -9.14  0.25
H  -14.38  -9.77  -3.37  0.25
H  -16.67  -12.08  -5.96  0.23
H  -15.20  -8.27  -5.86  0.26
H  -14.29  -8.84  -7.30  0.25
Cl  -8.26  -8.00  0.15  0.19
H  -13.14  -16.88  -4.98  0.26
C  -10.55  -10.53  -1.89  -0.07
H  -10.04  -10.21  -5.77  0.23
Si  -11.82  -11.59  -6.78  1.64
O  -12.36  -10.17  -3.36  -0.61
C  -9.42  -8.66  -0.91  0.05
C  -14.52  -14.74  -6.93  -1.10
C  -12.69  -11.08  -8.35  -1.11
C  -15.47  -14.12  -4.25  -1.12
Cl  -10.80  -12.30  -2.02  0.10
Si  -14.77  -10.63  -5.54  1.68
H  -15.03  -14.06  -7.65  0.27
H  -10.86  -17.79  -4.41  0.26
H  -16.14  -9.53  -3.93  0.27
C  -15.32  -10.24  -3.77  -1.13
Si  -14.04  -13.79  -5.38  1.62
C  -10.96  -9.98  -6.33  -1.12
H  -16.31  -13.44  -4.48  0.26
H  -15.25  -15.54  -6.62  0.27
H  -17.07  -10.45  -6.62  0.28
H  -9.43  -13.76  -4.23  0.22
C  -13.44  -11.96  -5.58  -1.25
H  -15.81  -15.13  -4.51  0.27
H  -12.55  -10.02  -8.71  0.27
H  -9.03  -10.71  -0.34  0.28
H  -8.98  -16.09  -3.90  0.26
Cl  -12.09  -7.22  -3.50  0.16
C  -11.40  -9.68  -2.66  0.41
H  -16.02  -11.55  -7.55  0.25
H  -11.45  -13.80  -7.76  0.26
N  -11.47  -13.93  -4.46  -0.51
H  -13.45  -8.42  -5.72  0.23
C  -10.82  -12.94  -7.50  -1.14
H  -10.60  -9.58  -7.27  0.28
C  -16.26  -11.21  -6.52  -1.14
H  -11.59  -9.27  -5.79  0.26
C  -11.02  -16.71  -4.41  -0.10
C  -10.25  -14.46  -4.28  0.06
H  -15.21  -13.98  -3.19  0.25
H  -15.68  -11.12  -3.20  0.24
H  -9.99  -13.31  -6.88  0.24
Ru  -12.28  -12.11  -4.15  0.95